Below is a molecular structure, C3H8N2OS at a distorted geometry, with properties calculated with wB97M-V/def2-TZVPD.

Calculated values
electronic energy = -19095.3840 eV
ΔE to the lowest compared entry with this formula, charge and spin = 4.920 eV
⟨S²⟩ = 2.010
highest occupied orbital energy (spin up / spin down) = -4.250 / -8.536 eV

```
! RIJCOSX wB97M-V def2-TZVPD def2/J DEFGRID3
* xyz 0 3
C 1.7226 -0.9813 -0.1988
C -2.2460 0.4704 -1.0403
C -0.5074 -0.1969 0.9915
N 1.5043 0.6564 0.7033
N 0.1787 0.8461 0.5477
O 0.6786 -1.5860 0.2255
S -2.1437 -0.5311 0.5041
H 1.5755 -0.4078 -1.1203
H 2.6955 -1.3362 -0.0473
H 1.8078 0.3627 1.5418
H -2.1058 1.4691 -0.8294
H -3.1828 0.2907 -1.4197
H -1.6678 0.2905 -1.9357
H -0.2558 -0.7301 1.9414
H 1.9466 1.3834 0.1362
*
```